[1]
Molecular formula: C10H14BF13N3O4S
Method: DFT, ωB97M-V/def2-TZVPD

The orbital gap is 9.77 eV. Its SMILES is O=C(O)CCN/C(NCCC(F)(F)C(F)(F)C(F)(F)C(F)(F)S(F)(F)(F)(F)F)=[NH+]\B(O)O. As for the total charge: +1. The value obtained for the LUMO energy is -0.14512 Eh.

Each line ends with the Löwdin charge.
Atoms and positions in Å:
O: 2.27 1.96 -4.28  0.1713
C: 1.87 0.98 -3.72  -0.4829
O: 2.75 0.03 -3.24  0.0799
C: 0.40 0.72 -3.45  -0.0599
C: -0.02 -0.64 -4.02  -0.1206
N: -1.27 -1.20 -3.48  0.0952
C: -1.43 -1.22 -2.14  -0.3574
N: -0.77 -2.18 -1.42  0.1433
C: 0.26 -1.64 -0.43  -0.1192
C: -0.04 -2.21 0.95  -0.0471
C: 1.11 -2.07 1.93  -0.4377
F: 1.13 -3.19 2.70  0.1306
F: 2.31 -2.00 1.33  0.1428
C: 0.95 -0.91 2.97  -0.3757
F: 2.10 -0.84 3.67  0.1734
F: -0.04 -1.26 3.81  0.1565
C: 0.69 0.47 2.33  -0.3441
F: -0.53 0.52 1.74  0.1276
F: 1.59 0.55 1.31  0.1440
C: 0.95 1.76 3.16  -0.4050
F: 0.65 2.78 2.31  0.1287
F: 2.26 1.86 3.44  0.1498
S: -0.04 1.98 4.76  0.7465
F: -0.83 3.22 4.19  -0.1141
F: -1.17 1.03 4.20  -0.1209
F: 0.74 0.76 5.36  -0.1010
F: 1.06 2.96 5.31  -0.1017
F: -0.83 2.11 6.10  -0.0840
N: -2.19 -0.37 -1.49  0.2993
B: -2.90 0.75 -2.19  -0.6862
O: -3.53 0.53 -3.37  0.2116
O: -2.89 1.99 -1.65  0.2331
H: 2.78 -0.73 -3.83  0.1070
H: 0.29 0.79 -2.38  0.1182
H: -0.12 1.52 -3.96  0.1337
H: 0.78 -1.36 -3.84  0.1105
H: -0.09 -0.55 -5.09  0.1442
H: -2.11 -1.00 -4.02  0.1418
H: -0.26 -2.72 -2.10  0.1441
H: 1.24 -1.97 -0.75  0.1336
H: 0.26 -0.56 -0.43  0.1014
H: -0.93 -1.78 1.37  0.1237
H: -0.23 -3.27 0.84  0.1402
H: -2.28 -0.47 -0.49  0.1649
H: -4.40 0.94 -3.35  0.1409
H: -2.84 1.95 -0.69  0.1193



[2]
Molecular formula: C6H7ClNOS
Method: DFT, ωB97M-V/def2-TZVPD

The orbital gap is 6.16 eV. As for the relative energy (zero: lowest compared OMol25 entry of this formula, charge and spin): 31.96 kcal per mole. Its SMILES is [NH2+]=C[C@H]1C=C(SO)C=C1Cl. As for the total charge: +1. The value obtained for the LUMO energy is -0.18605 Eh.

Each line ends with the Löwdin charge.
Atoms and positions in Å:
N: -1.16 -2.64 -1.30  0.1990
C: -1.46 -1.55 -0.71  0.0493
C: -0.39 -0.42 -0.58  -0.1801
C: -0.44 0.96 0.12  -0.0357
C: 0.77 1.43 0.73  -0.5475
S: 1.16 2.68 1.75  1.0367
O: -0.03 3.72 1.51  -0.4043
C: 1.59 0.28 0.68  -0.1420
C: 1.05 -0.73 0.00  -0.5950
Cl: 1.86 -2.26 -0.20  0.7249
H: -1.86 -3.51 -1.48  0.2409
H: -0.17 -2.87 -1.44  0.0817
H: -2.42 -1.39 -0.34  0.1355
H: -0.19 -0.08 -1.65  0.1967
H: -1.08 1.70 -0.20  0.0628
H: 0.23 4.48 2.08  0.0861
H: 2.54 0.19 1.03  0.0910



[3]
Molecular formula: C4H4ClOP
Method: DFT, ωB97M-V/def2-TZVPD

The orbital gap (alpha / beta) is 8.14 / 6.82 eV. As for the relative energy (zero: lowest compared OMol25 entry of this formula, charge and spin): 89.99 kcal per mole. As for the total charge: 0. The value obtained for the LUMO energy (alpha / beta) is -0.03855 / -0.05083 Eh.

Each line ends with the Löwdin charge.
Atoms and positions in Å:
C: 0.24 -1.40 0.52  -0.1140
C: 0.39 -0.03 0.76  -0.1328
C: 0.19 -1.59 -0.81  -0.1306
C: 0.45 0.53 -0.49  -0.0301
O: 0.34 -0.38 -1.42  -0.0260
P: 3.95 0.02 -0.31  0.2857
Cl: 4.64 -0.23 1.52  0.0230
H: 0.15 -2.31 1.19  0.1280
H: 0.58 0.65 1.59  0.1034
H: 0.16 -2.43 -1.47  0.1165
H: 4.40 1.33 -0.50  -0.2231



[4]
Molecular formula: C22H35CaNO4P2
Method: DFT, ωB97M-V/def2-TZVPD

The orbital gap (alpha / beta) is 5.18 / 3.68 eV. As for the relative energy (zero: lowest compared OMol25 entry of this formula, charge and spin): 0.00 kcal per mole. As for the total charge: 0. The value obtained for the LUMO energy (alpha / beta) is -0.01758 / -0.01765 Eh.

Each line ends with the Löwdin charge.
Atoms and positions in Å:
P: 1.87 -2.31 0.71  0.8695
P: 2.86 2.09 0.45  0.8926
C: 1.86 -0.63 0.02  -0.3359
C: 3.10 0.23 0.23  -0.4165
H: 1.00 -0.17 0.51  0.0201
H: 1.62 -0.71 -1.05  0.0904
H: 3.65 -0.06 1.14  0.0530
H: 3.80 0.11 -0.62  0.0683
C: 1.05 2.40 0.27  -0.3024
H: 0.63 2.62 1.26  0.0329
H: 0.52 1.54 -0.15  0.0017
H: 0.88 3.27 -0.37  0.0416
C: 3.36 2.70 -1.23  -0.3141
H: 2.49 2.82 -1.88  0.0237
H: 4.08 2.01 -1.68  0.0244
H: 3.85 3.67 -1.08  0.0290
C: 0.77 -3.36 -0.22  -0.1802
H: 0.68 -4.34 0.27  0.0738
H: 1.16 -3.52 -1.24  0.0682
H: -0.23 -2.91 -0.27  0.0518
C: 3.52 -2.98 0.64  -0.1727
H: 4.26 -2.20 0.84  0.0564
H: 3.71 -3.40 -0.36  0.0706
H: 3.63 -3.78 1.38  0.0688
Ca: -2.30 -0.36 -1.26  1.4044
C: -1.46 1.43 -2.65  -0.1964
C: -2.82 1.41 -2.76  -0.2218
C: -3.58 0.73 -3.87  -0.1928
C: -2.98 -0.63 -4.38  -0.2095
C: -2.30 -1.52 -3.36  -0.3117
C: -0.99 -1.37 -2.99  -0.3320
C: -0.05 -0.46 -3.73  -0.2121
C: -0.53 1.02 -3.79  -0.1730
C: 1.28 -2.25 2.41  -0.1545
H: -0.97 2.07 -1.90  0.1058
H: -3.41 2.12 -2.16  0.1259
H: -3.68 1.41 -4.74  0.1187
H: -4.63 0.56 -3.54  0.1123
H: -3.83 -1.20 -4.80  0.1091
H: -2.34 -0.44 -5.26  0.1036
H: -2.87 -2.42 -3.08  0.0953
H: -0.51 -2.13 -2.36  0.0623
H: 0.13 -0.81 -4.77  0.1110
H: 0.95 -0.51 -3.25  0.0864
H: 0.37 1.65 -3.74  0.1041
H: -0.96 1.23 -4.78  0.1109
H: 1.69 -1.39 2.96  0.0704
H: 1.60 -3.17 2.93  0.0685
H: 0.19 -2.20 2.43  0.0756
O: -3.08 0.58 0.82  -0.1414
C: -1.92 0.39 1.32  -0.5991
O: -0.97 -0.09 0.55  -0.2933
C: -1.60 0.68 2.73  -0.1832
C: -2.62 0.87 3.69  -0.0276
C: -2.29 1.11 5.02  -0.0116
C: -0.94 1.18 5.40  -0.1891
C: 0.09 1.09 4.44  -0.0173
C: -0.26 0.80 3.12  -0.0839
N: -0.58 1.20 6.78  -0.4031
O: -1.48 1.21 7.64  -0.0497
O: 0.64 1.19 7.08  -0.0635
H: -3.67 0.83 3.38  0.1089
H: -3.06 1.24 5.79  0.1077
H: 1.12 1.22 4.74  0.1020
H: 0.53 0.69 2.38  0.0688



[5]
Molecular formula: C4H6N5
Method: DFT, ωB97M-V/def2-TZVPD

The orbital gap is 10.28 eV. As for the relative energy (zero: lowest compared OMol25 entry of this formula, charge and spin): 91.85 kcal per mole. Its SMILES is [H]/N=C/[N@H+]1Cn2cnnc21. As for the total charge: +1. The value obtained for the LUMO energy is -0.15886 Eh.

Each line ends with the Löwdin charge.
Atoms and positions in Å:
H: 0.65 -1.58 2.84  0.0968
N: 0.12 -1.69 1.98  0.2166
C: 0.70 -0.92 1.20  -0.1428
N: 0.01 -0.70 -0.07  0.0661
C: -0.71 0.65 -0.31  0.0596
N: -0.07 0.65 -1.60  0.0553
C: 0.39 0.98 -2.82  -0.0846
N: 1.33 0.14 -3.15  0.0491
N: 1.53 -0.85 -2.26  0.1496
C: 0.68 -0.50 -1.34  -0.2627
H: 1.66 -0.58 1.32  0.1275
H: -0.55 -1.52 -0.04  0.1750
H: -0.26 1.38 0.43  0.1667
H: -1.87 0.60 -0.27  0.1901
H: 0.03 1.78 -3.43  0.1376



[6]
Molecular formula: C10H16O
Method: DFT, ωB97M-V/def2-TZVPD

Its spin multiplicity is 2. The orbital gap (alpha / beta) is 9.89 / 6.09 eV. As for the relative energy (zero: lowest compared OMol25 entry of this formula, charge and spin): 65.44 kcal per mole. As for the total charge: +1. The value obtained for the LUMO energy (alpha / beta) is -0.14289 / -0.28256 Eh.

Each line ends with the Löwdin spin population.
Atoms and positions in Å:
C: -1.22 1.59 2.00  0.0487
C: -1.57 1.37 3.44  0.0299
C: -0.79 0.37 1.29  0.2711
C: 0.57 -0.24 1.44  0.0409
C: -1.61 -0.10 0.24  0.0946
C: 0.82 -1.30 0.65  0.0655
C: -1.29 -1.20 -0.55  0.0764
C: -0.08 -1.71 -0.38  0.1866
O: 0.29 -2.73 -1.28  0.1614
H: -1.88 2.19 1.43  0.0016
H: -0.20 2.17 1.94  0.0172
H: -1.88 0.44 3.78  -0.0001
H: 1.22 0.11 2.16  -0.0003
H: -2.49 0.37 0.25  0.0025
H: 1.90 -1.68 0.53  -0.0003
H: -1.78 -1.26 -1.58  -0.0009
H: 1.00 -3.31 -0.87  0.0011
H: -2.34 2.14 3.65  0.0037
H: -0.63 1.71 3.99  -0.0002
C: 1.72 0.95 -3.48  0.0002
C: 2.29 1.92 -2.49  0.0000
H: 2.40 0.52 -4.09  0.0000
H: 0.96 0.25 -3.01  0.0001
H: 0.92 1.36 -4.07  0.0000
H: 2.96 2.71 -3.03  0.0000
H: 2.91 1.37 -1.60  0.0000
H: 1.55 2.72 -2.15  0.0000



Please write out number 6 again, unchanged.
Molecular formula: C10H16O
Method: DFT, ωB97M-V/def2-TZVPD

Its spin multiplicity is 2. The orbital gap (alpha / beta) is 9.89 / 6.09 eV. As for the relative energy (zero: lowest compared OMol25 entry of this formula, charge and spin): 65.44 kcal per mole. As for the total charge: +1. The value obtained for the LUMO energy (alpha / beta) is -0.14289 / -0.28256 Eh.

Each line ends with the Löwdin spin population.
Atoms and positions in Å:
C: -1.22 1.59 2.00  0.0487
C: -1.57 1.37 3.44  0.0299
C: -0.79 0.37 1.29  0.2711
C: 0.57 -0.24 1.44  0.0409
C: -1.61 -0.10 0.24  0.0946
C: 0.82 -1.30 0.65  0.0655
C: -1.29 -1.20 -0.55  0.0764
C: -0.08 -1.71 -0.38  0.1866
O: 0.29 -2.73 -1.28  0.1614
H: -1.88 2.19 1.43  0.0016
H: -0.20 2.17 1.94  0.0172
H: -1.88 0.44 3.78  -0.0001
H: 1.22 0.11 2.16  -0.0003
H: -2.49 0.37 0.25  0.0025
H: 1.90 -1.68 0.53  -0.0003
H: -1.78 -1.26 -1.58  -0.0009
H: 1.00 -3.31 -0.87  0.0011
H: -2.34 2.14 3.65  0.0037
H: -0.63 1.71 3.99  -0.0002
C: 1.72 0.95 -3.48  0.0002
C: 2.29 1.92 -2.49  0.0000
H: 2.40 0.52 -4.09  0.0000
H: 0.96 0.25 -3.01  0.0001
H: 0.92 1.36 -4.07  0.0000
H: 2.96 2.71 -3.03  0.0000
H: 2.91 1.37 -1.60  0.0000
H: 1.55 2.72 -2.15  0.0000



What is the formula in the third record?
C4H4ClOP